1.
The following is a quantum chemistry calculation of a molecular structure, C47H48N13O3SSeV in a non-equilibrium geometry, from the Open Molecules 2025 dataset.

XYZ file:
```
114
Properties=species:S:1:pos:R:3
V -12.994 -15.295 14.171
C -10.566 -18.417 12.097
C -10.840 -17.314 12.923
N -11.842 -16.501 12.704
C -12.621 -16.808 11.642
C -12.285 -17.900 10.815
N -11.289 -18.760 11.047
C -13.522 -15.706 11.327
C -14.096 -15.445 10.061
C -14.896 -14.355 9.850
C -14.892 -13.391 10.881
C -14.227 -13.614 12.077
N -13.607 -14.788 12.280
C -13.963 -12.611 13.122
C -14.448 -11.306 13.088
N -14.143 -10.378 14.004
C -13.435 -10.852 15.034
C -12.969 -12.166 15.077
N -13.135 -13.030 14.081
C -15.723 -14.172 8.662
C -17.062 -13.842 8.791
C -17.819 -13.756 7.641
N -17.322 -14.007 6.437
C -16.050 -14.416 6.312
C -15.219 -14.523 7.399
H -9.769 -19.072 12.407
H -10.195 -17.097 13.771
H -12.862 -18.041 9.944
H -13.967 -16.204 9.308
H -15.368 -12.399 10.699
H -15.044 -10.959 12.271
H -13.114 -10.095 15.743
H -12.395 -12.460 15.943
H -17.538 -13.704 9.753
H -18.859 -13.457 7.628
H -15.741 -14.666 5.277
H -14.192 -14.843 7.242
C -17.072 -8.999 17.009
C -18.112 -9.070 15.850
C -19.406 -9.782 16.145
C -19.248 -11.317 16.191
N -18.479 -11.716 17.352
C -17.292 -12.338 17.344
Se -16.542 -13.076 15.834
N -16.799 -12.430 18.634
C -15.460 -12.849 19.024
C -14.691 -11.694 19.717
C -13.828 -10.862 18.756
C -12.448 -11.426 18.706
C -17.745 -11.850 19.490
C -17.778 -11.746 20.858
C -18.947 -11.293 21.445
C -20.010 -10.870 20.647
C -19.954 -10.899 19.266
C -18.800 -11.410 18.663
H -16.424 -8.124 16.792
H -16.465 -9.895 16.997
H -17.540 -8.941 17.974
H -17.647 -9.492 14.983
H -18.381 -8.056 15.618
H -20.100 -9.545 15.321
H -19.850 -9.418 17.106
H -18.635 -11.623 15.324
H -20.197 -11.827 16.206
H -14.963 -13.091 18.086
H -15.591 -13.763 19.647
H -14.051 -12.134 20.491
H -15.415 -11.064 20.231
H -13.836 -9.806 19.092
H -14.387 -10.867 17.792
H -12.008 -11.402 19.700
H -11.842 -10.907 18.007
H -12.435 -12.503 18.413
H -16.986 -12.116 21.475
H -19.046 -11.228 22.521
H -20.882 -10.551 21.157
H -20.793 -10.546 18.716
C -15.316 -16.471 18.963
C -14.171 -16.027 18.088
C -12.827 -15.818 18.423
C -12.223 -15.314 17.265
N -13.115 -15.163 16.298
N -14.289 -15.674 16.809
C -10.732 -15.197 16.965
H -14.862 -16.663 19.900
H -15.728 -17.381 18.566
H -16.169 -15.755 19.038
H -12.344 -16.120 19.316
H -15.123 -15.313 16.367
H -10.179 -14.745 17.810
H -10.528 -14.624 16.046
H -10.283 -16.180 16.883
O -10.331 -22.690 18.384
S -10.076 -23.246 17.019
O -9.287 -22.363 16.181
O -9.761 -24.659 16.953
C -11.773 -23.058 16.385
N -12.575 -24.124 16.117
C -13.858 -23.832 15.814
C -14.324 -22.548 15.625
C -13.351 -21.569 15.750
N -12.137 -21.810 16.192
C -13.518 -20.148 15.399
C -12.501 -19.242 15.806
C -12.538 -17.956 15.450
N -13.526 -17.431 14.659
C -14.436 -18.289 14.220
C -14.524 -19.624 14.611
H -14.639 -24.622 15.615
H -15.377 -22.321 15.367
H -11.691 -19.608 16.428
H -11.756 -17.323 15.762
H -15.220 -17.976 13.506
H -15.364 -20.236 14.337
```

## Properties
**Net charge**: +1
**Highest occupied orbital energy (alpha / beta)**: -8.74 / -8.74 eV
**2S+1**: 4
**Gap between HOMO and LUMO (alpha / beta)**: 0.160 / 0.147 Ha

Here are the Löwdin charges for atoms 1 to 6, given in e:
1. V 0.9060
2. C -0.0555
3. C -0.0764
4. N 0.0289
5. C -0.1741
6. C -0.0233


2.
The following is a quantum chemistry calculation of 2 unconnected molecules or ions with the total composition C47H48N3O2 in a non-equilibrium geometry, from the Open Molecules 2025 dataset.

XYZ file:
```
100
Properties=species:S:1:pos:R:3
C 5.488 0.155 3.584
O 4.864 1.247 2.879
C 3.508 1.332 2.866
C 2.951 2.272 1.960
C 1.597 2.293 1.744
C 0.747 1.376 2.420
C -0.629 1.264 2.054
C -1.474 0.229 2.496
N -2.791 0.479 2.671
C -3.298 1.844 2.763
C -4.821 1.703 2.817
C -5.146 0.235 2.524
C -3.816 -0.538 2.532
C -0.981 -1.167 2.662
C 0.050 -1.597 1.822
C 0.513 -2.913 1.816
C -0.064 -3.833 2.698
C -1.009 -3.388 3.631
C -1.466 -2.070 3.633
C 1.308 0.597 3.478
C 2.667 0.521 3.665
H 6.526 0.218 3.257
H 5.417 0.301 4.668
H 5.054 -0.817 3.308
H 3.635 2.920 1.416
H 1.153 2.955 0.994
H -1.057 2.134 1.556
H -2.909 2.348 3.660
H -2.991 2.457 1.895
H -5.160 1.989 3.816
H -5.270 2.373 2.079
H -5.801 -0.185 3.291
H -5.614 0.123 1.541
H -3.685 -1.169 1.626
H -3.803 -1.240 3.375
H 0.507 -0.828 1.202
H 1.336 -3.202 1.163
H 0.267 -4.872 2.683
H -1.388 -4.080 4.381
H -2.147 -1.717 4.410
H 0.657 -0.015 4.096
H 3.076 -0.185 4.395
C -4.076 -3.729 -5.255
N -3.586 -3.573 -3.902
C -3.818 -4.498 -2.909
O -4.560 -5.472 -2.998
C -2.985 -4.094 -1.698
C -1.965 -5.166 -1.332
C -1.066 -5.485 -2.502
C -1.500 -6.413 -3.452
C -0.722 -6.714 -4.568
C 0.528 -6.102 -4.729
C 0.958 -5.150 -3.796
C 0.181 -4.869 -2.666
N -2.402 -2.828 -2.130
C -1.548 -2.154 -1.340
C -0.910 -0.977 -1.714
C 0.309 -0.559 -1.199
C 1.071 0.526 -1.739
C 2.477 0.622 -1.549
C 3.230 1.564 -2.240
C 2.601 2.468 -3.110
C 1.205 2.444 -3.256
C 0.448 1.486 -2.582
C -2.656 -2.516 -3.556
C -3.251 -1.162 -3.789
C -4.308 -0.733 -3.070
C -4.899 0.581 -3.208
C -6.124 0.872 -2.563
C -6.692 2.136 -2.673
C -6.050 3.136 -3.421
C -4.847 2.851 -4.075
C -4.270 1.584 -3.980
H -4.750 -4.584 -5.286
H -4.606 -2.827 -5.581
H -3.240 -3.901 -5.949
H -3.671 -3.893 -0.861
H -1.396 -4.842 -0.454
H -2.559 -6.056 -1.077
H -2.466 -6.906 -3.309
H -1.095 -7.426 -5.305
H 1.157 -6.371 -5.582
H 1.911 -4.631 -3.941
H 0.541 -4.174 -1.901
H -1.385 -2.606 -0.351
H -1.390 -0.382 -2.496
H 0.830 -1.247 -0.531
H 2.960 -0.091 -0.871
H 4.320 1.578 -2.136
H 3.191 3.168 -3.702
H 0.702 3.149 -3.920
H -0.637 1.462 -2.709
H -1.731 -2.629 -4.154
H -2.842 -0.607 -4.639
H -4.804 -1.418 -2.367
H -6.602 0.083 -1.981
H -7.632 2.348 -2.170
H -6.487 4.135 -3.489
H -4.346 3.621 -4.660
H -3.326 1.362 -4.480
```

## Properties
**Net charge**: +1
**Highest occupied orbital energy**: -8.53 eV
**Gap between HOMO and LUMO**: 0.152 Ha

Here are the Löwdin charges for atoms 1 to 6, given in e:
1. C -0.0641
2. O -0.1012
3. C -0.2740
4. C -0.0151
5. C -0.0441
6. C -0.2489


3.
The following is a quantum chemistry calculation of a molecular structure, C47H48N9O3PRhS3 in a non-equilibrium geometry, from the Open Molecules 2025 dataset.

XYZ file:
```
112
Properties=species:S:1:pos:R:3
Rh -1.716 -0.453 -1.540
N 0.334 0.209 -1.588
S 1.760 -0.125 -1.314
N 2.205 -0.875 0.128
S 1.811 -0.469 1.636
N 0.361 -0.058 2.155
S -1.093 -0.618 1.762
N -1.319 -0.976 0.310
C -1.321 -2.129 2.709
C -1.703 -2.214 4.090
C -1.861 -3.435 4.716
C -1.645 -4.610 4.013
C -1.216 -4.563 2.707
C -0.934 -3.323 2.075
C -2.183 0.498 2.615
C -1.731 1.826 2.896
C -2.647 2.723 3.476
C -3.910 2.323 3.881
C -4.377 1.056 3.520
C -3.524 0.135 2.853
C 2.403 -1.834 2.612
C 3.016 -2.956 2.001
C 3.727 -3.850 2.788
C 3.787 -3.721 4.181
C 3.105 -2.659 4.780
C 2.473 -1.685 4.002
C 2.905 0.743 2.259
C 4.268 0.385 2.248
C 5.178 1.179 2.955
C 4.743 2.320 3.641
C 3.393 2.693 3.564
C 2.466 1.901 2.892
C 2.796 1.336 -1.375
C 2.167 2.611 -1.269
C 2.887 3.754 -1.612
C 4.272 3.673 -1.854
C 4.869 2.419 -1.941
C 4.133 1.234 -1.752
C 2.434 -1.206 -2.552
C 2.533 -2.558 -2.228
C 3.097 -3.399 -3.164
C 3.592 -2.889 -4.368
C 3.228 -1.640 -4.795
C 2.753 -0.736 -3.845
H -1.898 -1.295 4.681
H -2.139 -3.475 5.763
H -1.684 -5.537 4.581
H -1.151 -5.468 2.100
H -0.569 -3.354 1.073
H -0.707 2.141 2.651
H -2.309 3.765 3.594
H -4.529 3.006 4.427
H -5.411 0.814 3.767
H -3.959 -0.770 2.456
H 2.997 -3.092 0.903
H 4.201 -4.705 2.315
H 4.362 -4.445 4.789
H 3.024 -2.689 5.862
H 1.958 -0.856 4.561
H 4.630 -0.501 1.788
H 6.243 0.967 2.853
H 5.430 2.959 4.132
H 3.125 3.675 3.995
H 1.442 2.283 2.763
H 1.126 2.682 -0.963
H 2.338 4.677 -1.617
H 4.921 4.529 -2.078
H 5.936 2.352 -2.177
H 4.647 0.286 -1.920
H 2.164 -2.906 -1.265
H 3.160 -4.448 -2.950
H 4.148 -3.517 -5.050
H 3.367 -1.346 -5.825
H 2.535 0.296 -4.137
C -2.691 4.588 -3.224
N -3.939 3.758 -3.299
C -4.852 4.058 -2.191
N -4.218 3.909 -0.888
C -3.041 4.794 -0.826
N -2.038 4.482 -1.915
C -1.413 3.165 -1.651
P -2.647 1.832 -1.713
C -3.538 2.274 -3.307
C -3.950 2.516 -0.518
H -2.900 5.657 -3.356
H -1.944 4.275 -3.984
H -4.386 3.937 -4.190
H -5.684 3.363 -2.176
H -5.291 5.065 -2.338
H -2.568 4.764 0.138
H -3.395 5.811 -0.944
H -0.876 3.159 -0.655
H -0.643 2.879 -2.405
H -4.426 1.657 -3.479
H -2.817 2.148 -4.132
H -3.514 2.447 0.488
H -4.832 1.886 -0.611
O -2.736 -0.585 -3.594
N -3.558 -1.423 -3.042
O -4.373 -2.064 -3.712
O -3.540 -1.421 -1.772
C -1.163 -5.026 -3.169
C -1.669 -4.774 -1.918
C -1.727 -3.496 -1.393
N -1.287 -2.411 -2.155
C -0.732 -2.658 -3.361
C -0.609 -3.952 -3.901
H -1.224 -6.012 -3.650
H -2.038 -5.583 -1.262
H -2.167 -3.282 -0.382
H -0.420 -1.811 -4.018
H -0.071 -3.994 -4.838
```

## Properties
**Net charge**: +3
**Highest occupied orbital energy (alpha / beta)**: -14.65 / -15.32 eV
**2S+1**: 5
**Gap between HOMO and LUMO (alpha / beta)**: 0.293 / 0.226 Ha

Here are the Löwdin charges for atoms 1 to 6, given in e:
1. Rh 1.0729
2. N -0.3796
3. S 0.7996
4. N -0.3499
5. S 0.9552
6. N -0.3640


ΔE to the lowest compared entry with this formula, charge and spin
In order: 23.9 0.0 0.0
Unit: kcal/mol